Formula: C4H9N2
Source: OMol25
Level of theory: ωB97M-V/def2-TZVPD

Computed properties:
Orbital gap (alpha / beta) ... 5.44 / 8.23 eV
Relative energy (zero: lowest compared OMol25 entry of this formula, charge and spin) ... 385.0 kJ/mol
2S+1 ... 3
Net charge ... +1
<S²> ... 2.005
DFT total energy ... -7259.46919 eV
LUMO (alpha / beta) ... -4.391 / -6.789 eV

```
15
Properties=species:S:1:pos:R:3:forces:R:3:nbo_charge:R:1
C -0.73101 2.74100 0.68286 -1.780 4.012 -2.244 -0.38
C -0.20621 0.61520 -0.38225 0.513 -0.861 -0.995 -0.40
C -0.00459 -0.75169 0.16136 1.932 -2.565 -4.334 0.46
C 0.68240 -2.21941 -1.25084 1.513 0.070 4.491 -0.43
N -0.34765 1.53503 0.69526 0.903 -3.293 -2.509 -0.21
N -0.03735 -0.92770 1.40469 0.153 -0.140 1.116 -0.66
H -0.73241 3.24699 1.58267 -0.391 1.449 1.665 0.24
H -0.81800 3.34998 -0.32401 0.644 -1.207 1.881 0.28
H 0.76388 0.85128 -0.90162 -0.151 -0.341 0.412 0.27
H -0.86888 0.60710 -1.35266 0.106 0.189 2.221 0.28
H 0.07355 -3.11728 -1.02952 0.578 0.641 0.179 0.23
H 1.87194 -2.35586 -1.16196 -3.044 0.582 0.089 0.26
H 0.34502 -1.74767 -2.09002 -0.610 1.356 -2.209 0.20
H -0.23862 -0.14383 1.97361 -0.529 1.356 0.713 0.42
H 0.24793 -1.68315 1.99242 0.165 -1.247 -0.477 0.44
```
Positions in Å, forces in eV/Å.

***

Formula: C4H9N2O
Source: OMol25
Level of theory: ωB97M-V/def2-TZVPD

Computed properties:
Orbital gap ... 9.86 eV
Relative energy (zero: lowest compared OMol25 entry of this formula, charge and spin) ... 374.2 kJ/mol
2S+1 ... 1
Net charge ... +1
DFT total energy ... -9312.13784 eV
LUMO ... -3.492 eV

```
16
Properties=species:S:1:pos:R:3:forces:R:3:nbo_charge:R:1
C -2.29013 -0.30090 0.02093 4.925 1.597 0.781 0.80
C 0.30608 0.49729 -1.14353 2.463 0.242 -0.275 -0.43
C -0.43936 0.37391 0.15665 -1.985 -1.171 -0.024 -0.38
C 0.54451 -0.69262 -0.24457 -0.298 1.951 0.792 -0.13
N -3.14362 0.67245 0.33272 0.038 -1.986 -1.280 -0.80
N 1.91235 -0.96432 0.50738 -3.114 2.496 -3.871 -0.68
O -2.30451 -1.43384 -0.26904 -0.950 -0.977 -0.665 -0.54
H -0.05579 0.13487 -2.12636 -0.308 0.890 0.759 0.27
H 1.18364 1.25459 -1.22096 -1.713 -1.241 0.102 0.24
H -0.16176 0.91738 1.06016 -0.190 0.618 -0.493 0.22
H 0.00234 -1.54936 -0.42798 -0.393 -2.327 -0.752 0.25
H -2.71516 1.29963 0.95146 -0.239 1.351 0.924 0.42
H -4.06314 0.27524 0.42370 -0.674 0.693 0.495 0.42
H 2.44069 -1.21714 -0.32607 1.044 0.049 0.820 0.46
H 1.62459 -1.68270 1.07472 0.153 -2.249 2.203 0.44
H 2.01899 -0.05892 0.93425 1.240 0.063 0.486 0.45
```
Positions in Å, forces in eV/Å.

***

Formula: C4H9N2O
Source: OMol25
Level of theory: ωB97M-V/def2-TZVPD

Computed properties:
Orbital gap ... 10.66 eV
Relative energy (zero: lowest compared OMol25 entry of this formula, charge and spin) ... 69.3 kJ/mol
2S+1 ... 1
Net charge ... +1
DFT total energy ... -9315.29731 eV
LUMO ... -3.361 eV

```
16
Properties=species:S:1:pos:R:3:forces:R:3:nbo_charge:R:1
C -0.84250 -1.03365 -0.41299 0.574 1.028 0.322 -0.65
C 0.38805 -0.37030 0.08115 0.439 0.341 1.446 0.19
C 0.79358 0.93766 0.09426 -1.630 -0.576 -0.642 -0.08
N 1.98652 1.01979 0.72867 1.030 -0.171 0.739 -0.44
C 2.32259 -0.18092 1.22032 -0.720 0.855 -1.196 0.24
N 1.31722 -1.00848 0.87855 1.927 -0.298 -0.208 -0.46
H -0.95524 -0.64947 -1.42404 -0.473 -0.675 -0.162 0.27
H -1.66686 -0.64781 0.18543 -0.229 -0.318 -0.165 0.27
H -0.73220 -2.10508 -0.29651 -0.280 -0.134 -0.402 0.24
H 0.12380 1.74599 -0.13420 0.574 0.466 -0.435 0.25
H 2.62158 1.81479 0.69195 -0.370 -0.160 0.329 0.46
H 3.30016 -0.41350 1.60247 -0.129 -0.259 0.280 0.26
H 1.51513 -1.99783 0.92789 -0.625 -0.216 0.103 0.45
H -4.08984 0.63639 -1.39165 0.349 -0.335 -0.285 0.48
H -2.95133 1.56999 -1.20025 0.165 -0.238 -0.283 0.47
O -3.13065 0.68242 -1.55104 -0.601 0.690 0.561 -0.95
```
Positions in Å, forces in eV/Å.

***

Formula: C4H9N2O2
Source: OMol25
Level of theory: ωB97M-V/def2-TZVPD

Computed properties:
Orbital gap (alpha / beta) ... 5.55 / 5.55 eV
Relative energy (zero: lowest compared OMol25 entry of this formula, charge and spin) ... 520.0 kJ/mol
2S+1 ... 1
Net charge ... -1
DFT total energy ... -11365.77638 eV
LUMO (alpha / beta) ... 3.296 / 3.296 eV

```
17
Properties=species:S:1:pos:R:3:forces:R:3:nbo_charge:R:1
C 0.17959 -1.08321 -0.51117 0.110 -3.062 0.288 -0.57
C -0.63962 1.18538 -0.60672 -3.008 -1.929 -0.599 -0.42
C 0.03420 0.15332 1.59853 1.023 -1.062 -0.959 -0.67
C -0.19158 0.00916 0.13437 0.228 1.270 -0.973 0.08
N -2.21252 1.74454 -0.77744 4.121 1.795 -1.590 -0.29
N -3.15120 1.22830 -0.29517 -4.590 -0.599 0.936 0.13
O -3.23548 0.23460 0.45814 0.968 -1.250 0.916 -0.65
O 3.15882 -1.06657 -0.38789 0.110 -0.151 -0.416 -0.97
H 0.43455 -2.01130 0.06768 -0.021 0.932 -0.315 0.17
H -0.03427 -1.34358 -1.53937 -0.076 0.609 -0.263 0.19
H 3.92451 -1.41985 -0.87417 -0.823 0.196 0.015 0.46
H -0.27876 2.07255 -0.28940 1.654 2.723 1.213 0.19
H 2.33280 -1.11357 -0.93371 0.835 0.034 0.579 0.50
H -0.54665 1.10062 -1.65626 0.783 -0.328 -1.064 0.19
H -0.54205 -0.66149 1.96484 -0.762 -0.305 1.177 0.23
H 1.10479 -0.15598 1.76897 -0.896 1.051 0.291 0.22
H -0.33714 1.12712 1.87877 0.344 0.076 0.764 0.22
```
Positions in Å, forces in eV/Å.

***

Formula: C4H9N2O2
Source: OMol25
Level of theory: ωB97M-V/def2-TZVPD

Computed properties:
Orbital gap ... 6.73 eV
Relative energy (zero: lowest compared OMol25 entry of this formula, charge and spin) ... 154.4 kJ/mol
2S+1 ... 1
Net charge ... -1
DFT total energy ... -11369.56559 eV
LUMO ... 3.975 eV

```
17
Properties=species:S:1:pos:R:3:forces:R:3:nbo_charge:R:1
C 1.13735 1.67714 0.57135 0.262 1.019 -0.923 -0.04
O 0.11495 2.51737 0.30346 -0.281 -0.025 -0.284 -0.97
C 0.64163 0.18814 0.44549 -0.024 0.404 0.329 -0.07
C 0.27562 -0.19303 -0.98993 0.256 0.841 0.795 -0.52
C -0.40734 -1.52290 -1.13723 -0.890 -0.996 -2.110 0.68
N -1.61194 -1.78073 -0.53179 0.828 1.078 0.528 -0.85
O -0.03294 -2.33436 -1.99284 0.372 0.255 0.424 -0.67
N -0.55770 0.10417 1.30065 -0.190 -0.007 1.158 -0.90
H 1.53077 1.91829 1.57599 0.161 -0.847 0.716 0.09
H 2.06681 1.91795 -0.05451 -0.499 -0.769 -0.098 0.08
H 1.35933 -0.59502 0.74835 -0.010 0.409 0.401 0.16
H 1.21256 -0.16973 -1.54242 -0.087 -0.442 -0.274 0.22
H -0.34079 0.61492 -1.40840 -0.185 -0.219 0.178 0.25
H -2.23101 -2.43448 -0.95971 0.044 -0.338 -0.096 0.38
H -1.90343 -1.14660 0.19285 -0.072 0.033 0.217 0.42
H -1.03266 1.01209 1.21664 0.296 0.108 -0.792 0.39
H -0.22123 0.22677 2.26205 0.019 -0.503 -0.171 0.34
```
Positions in Å, forces in eV/Å.

***

Formula: C4H9N2O2
Source: OMol25
Level of theory: ωB97M-V/def2-TZVPD

Computed properties:
Orbital gap (alpha / beta) ... 7.57 / 5.86 eV
Relative energy (zero: lowest compared OMol25 entry of this formula, charge and spin) ... 460.9 kJ/mol
2S+1 ... 2
<S²> ... 0.755
DFT total energy ... -11362.63126 eV
LUMO (alpha / beta) ... -1.208 / -2.911 eV

```
17
Properties=species:S:1:pos:R:3:forces:R:3:nbo_charge:R:1
C 0.48397 -0.23431 -0.34036 0.388 -0.215 0.271 -0.24
C 0.27283 0.48312 0.98126 -0.155 -0.222 0.615 -0.64
C -3.01519 0.15953 -0.97084 0.685 -2.863 5.337 0.14
N -2.68840 -0.74583 0.09866 -1.803 2.410 -4.863 -0.80
N 1.82594 -0.84139 -0.50621 -0.159 0.144 1.088 -0.63
C 2.93582 -0.19940 0.02656 -1.848 -0.655 -2.000 0.80
O 2.85022 1.10452 -0.09607 0.837 0.501 0.490 -0.20
O 3.91046 -0.79293 0.38586 1.360 0.332 0.832 -0.56
H 0.28694 0.42649 -1.17226 -0.002 0.220 -0.308 0.19
H -0.21465 -1.06136 -0.40203 -0.161 0.040 -0.067 0.23
H 0.57330 -0.12347 1.83124 0.248 -0.430 0.006 0.21
H 0.82015 1.40979 1.11113 -0.082 0.270 -0.334 0.22
H -2.29287 0.83668 -1.36245 1.138 0.443 -0.736 0.14
H -4.02260 0.49189 -1.17845 -0.795 -0.761 -0.742 0.15
H -0.78699 0.62252 1.16808 -0.091 0.325 -0.240 0.22
H -2.79493 0.23084 0.52169 0.523 0.710 0.953 0.38
H 1.85601 -1.76671 -0.09581 -0.083 -0.249 -0.301 0.39
```
Positions in Å, forces in eV/Å.

***

Formula: C4H9N2O2S
Source: OMol25
Level of theory: ωB97M-V/def2-TZVPD

Computed properties:
Orbital gap ... 10.74 eV
Relative energy (zero: lowest compared OMol25 entry of this formula, charge and spin) ... 76.6 kJ/mol
2S+1 ... 1
Net charge ... +1
DFT total energy ... -22196.07032 eV
LUMO ... -5.649 eV

```
18
Properties=species:S:1:pos:R:3:forces:R:3:nbo_charge:R:1
C 0.37603 1.82338 -0.19926 0.055 -0.184 -0.006 -0.60
C 1.44311 -1.89070 0.30962 -0.442 -0.217 -0.066 -0.69
C 1.06103 0.49566 -0.50514 -0.539 0.331 -0.039 -0.50
C 0.82679 -0.55809 0.51426 0.344 0.013 -0.340 0.31
N -3.74445 1.92135 0.33205 0.337 -0.700 0.109 0.17
N -3.23555 0.95892 0.44139 -0.849 2.037 0.197 -0.11
O -2.64293 -1.07228 -1.34109 -0.045 -0.051 -0.146 -0.75
O -0.92703 -0.90622 0.44608 -2.336 -0.407 -0.210 -0.84
S -2.37783 -1.15410 0.04209 3.357 -0.810 0.322 1.82
H -0.70589 1.70929 -0.22142 -0.045 0.057 -0.019 0.19
H 0.66554 2.19541 0.78061 0.006 0.076 0.081 0.22
H 0.65283 2.56445 -0.94150 -0.009 0.094 -0.047 0.24
H 2.48765 -1.81825 0.61539 0.100 0.138 0.056 0.28
H 0.97989 -2.64999 0.93542 0.040 -0.003 0.067 0.26
H 1.40965 -2.19878 -0.73252 0.013 0.017 -0.043 0.24
H 0.77542 0.13742 -1.49748 0.157 -0.137 0.069 0.24
H 2.14602 0.65068 -0.52268 0.078 -0.191 0.067 0.27
H 0.80974 -0.20816 1.54416 -0.223 -0.063 -0.051 0.22
```
Positions in Å, forces in eV/Å.

***

Formula: C4H9N2O3
Source: OMol25
Level of theory: ωB97M-V/def2-TZVPD

Computed properties:
Orbital gap ... 10.80 eV
Relative energy (zero: lowest compared OMol25 entry of this formula, charge and spin) ... 77.9 kJ/mol
2S+1 ... 1
Net charge ... +1
DFT total energy ... -13409.10949 eV
LUMO ... -4.175 eV

```
18
Properties=species:S:1:pos:R:3:forces:R:3:nbo_charge:R:1
C -1.10257 0.66418 0.16954 -2.463 -2.719 0.358 0.59
C -2.03367 -0.56508 0.16721 2.722 -0.757 -2.013 -0.13
C 0.80841 -0.80037 0.39473 2.403 1.830 -2.001 0.71
C 2.30999 -0.54488 -0.00947 -0.781 -0.043 -0.052 -0.18
N 0.16070 0.45571 0.03551 2.620 -0.297 0.897 -0.63
N -1.54303 1.84723 0.35117 1.201 1.548 -0.455 -0.66
O -1.88028 -1.27668 -1.06459 0.059 0.563 -0.048 -0.70
O 0.33840 -1.77209 0.86481 -0.305 -0.288 0.150 -0.48
O 2.44825 0.73762 -0.62726 1.704 -0.435 -0.714 -0.75
H -1.78199 -1.13680 1.01621 0.229 -0.748 1.053 0.24
H -3.03726 -0.40383 0.14883 -2.784 1.506 0.471 0.22
H 2.71820 -1.31714 -0.65606 -0.362 -0.347 0.056 0.23
H 2.86798 -0.49297 0.88749 0.620 -0.499 1.215 0.22
H 0.91228 1.22524 0.00960 -1.513 -1.083 -0.356 0.47
H -2.46855 2.12172 0.21180 -1.752 0.236 -0.063 0.44
H -0.83580 2.52255 0.13534 -0.068 1.109 0.367 0.41
H -1.27811 -2.02736 -1.08718 0.108 0.063 0.674 0.50
H 3.39705 0.76297 -0.94768 -1.638 0.359 0.460 0.52
```
Positions in Å, forces in eV/Å.